1.
Density functional theory data (ωB97M-V with the def2-TZVPD basis set) for an isolated molecule of C20H23N3O4S2 in a non-equilibrium geometry.

Maximum force ... 0.026 Eh/bohr
Structure (SMILES) ... CCN(CC)S(=O)(=O)c1ccc2oc(SCC(=O)NCc3ccccc3)nc2c1
Energy above the lowest of the compared OMol25 structures with the same formula, charge and spin ... 11.5 kcal per mole
E_LUMO ... 0.24 eV

Structure (XYZ):
```
52
Properties=species:S:1:pos:R:3:forces:R:3:mulliken_charge:R:1
C 0.61389 0.63507 -4.65531 0.1 -0.1 0.3 -1.456
C 0.73429 0.34501 -3.16254 -0.6 0.2 -0.2 -0.032
N 2.11199 0.22754 -2.75077 0.4 0.6 0.9 0.428
C 2.87189 -0.94577 -3.13140 0.6 -0.2 -0.2 -0.666
C 4.03720 -0.57379 -4.04058 -0.1 -0.2 0.1 -1.247
S 2.58467 0.93505 -1.33562 -0.2 -0.2 0.0 1.208
O 4.00786 1.08455 -1.36239 0.1 -0.4 0.0 -0.750
O 1.77046 2.09693 -1.12939 -0.2 -0.1 0.0 -0.683
C 2.17990 -0.26291 -0.05158 0.3 0.5 -0.5 0.043
C 3.21021 -0.93446 0.59567 0.2 0.0 0.0 -0.195
C 2.95152 -1.84246 1.61040 -0.2 -0.2 0.3 -1.355
C 1.62250 -2.03436 1.93306 -0.2 0.9 -1.0 0.904
O 1.05582 -2.81187 2.89736 0.1 -0.3 0.3 -0.440
C -0.27198 -2.57803 2.78096 -0.5 0.6 -0.7 0.200
S -1.32723 -3.36088 3.88929 -0.2 -0.3 0.4 -0.138
C -2.95428 -2.78919 3.28580 0.3 0.1 0.1 -0.772
C -3.33458 -1.38220 3.77096 0.3 -0.4 -0.3 0.673
O -4.14558 -1.21056 4.65392 -0.3 0.0 0.4 -0.664
N -2.70929 -0.41086 3.09637 0.1 0.4 -0.2 0.148
C -2.90396 1.00484 3.35350 -0.1 0.0 0.2 -1.095
C -2.69408 1.76217 2.07070 0.0 0.0 0.1 0.474
C -1.40571 1.92720 1.57374 -0.1 0.0 0.0 -0.239
C -1.18931 2.56842 0.36608 0.1 0.0 0.0 -0.503
C -2.26890 3.05332 -0.35495 0.0 0.0 -0.1 -0.665
C -3.55490 2.89778 0.13399 -0.1 0.0 -0.1 -0.507
C -3.76750 2.25031 1.33934 0.0 0.0 0.1 -0.605
N -0.61118 -1.75268 1.83640 -0.3 -0.5 0.3 -0.612
C 0.57629 -1.36302 1.26387 1.0 -0.3 0.2 -0.429
C 0.84866 -0.45767 0.25003 -0.2 -0.2 0.2 -0.242
H 0.99822 -0.19351 -5.24481 0.0 -0.1 -0.1 0.322
H 1.17729 1.53039 -4.90130 0.0 0.1 -0.1 0.334
H -0.42994 0.79139 -4.91466 -0.1 0.0 -0.1 0.451
H 0.32624 1.18274 -2.59576 -0.2 -0.1 -0.1 0.149
H 0.17220 -0.56685 -2.90970 0.0 0.1 0.0 0.233
H 2.20327 -1.65356 -3.62909 0.0 0.1 0.1 0.460
H 3.25757 -1.42433 -2.22354 -0.1 -0.2 -0.1 0.345
H 4.67926 0.13062 -3.52019 0.1 0.0 0.0 0.285
H 3.67336 -0.10811 -4.95205 0.0 0.0 -0.1 0.299
H 4.60980 -1.46144 -4.29790 0.1 -0.1 -0.1 0.427
H 4.22168 -0.70673 0.29929 0.1 0.0 0.0 0.588
H 3.73917 -2.36043 2.13157 0.1 0.0 0.0 0.455
H -3.66609 -3.50344 3.69779 0.1 0.1 0.0 0.388
H -2.93556 -2.84343 2.19899 -0.1 -0.1 0.0 0.380
H -2.01076 -0.66350 2.40114 -0.2 -0.1 0.1 0.205
H -3.91468 1.13765 3.74648 0.1 0.1 0.0 0.483
H -2.18919 1.34328 4.11534 -0.2 0.0 0.0 0.296
H -0.56317 1.55357 2.13932 0.1 0.0 0.1 0.520
H -0.18433 2.68713 -0.01312 0.1 0.0 0.0 0.649
H -2.10399 3.55595 -1.29637 0.0 0.1 -0.1 0.439
H -4.39663 3.27918 -0.42547 -0.1 0.0 0.0 0.385
H -4.77193 2.12469 1.71682 -0.1 0.0 0.0 0.378
H 0.06952 0.09123 -0.24972 -0.2 0.1 0.0 0.745
```
Forces are in eV/Å.


2.
Density functional theory data (ωB97M-V with the def2-TZVPD basis set) for C13H15NO2ReSbSe5Si as an isolated structure.

Maximum force ... 0.015 Eh/bohr
Energy above the lowest of the compared OMol25 structures with the same formula, charge and spin ... 35.7 kcal per mole
Total charge ... +2
E_LUMO (alpha / beta) ... -9.08 / -9.08 eV

Structure (XYZ):
```
39
Properties=species:S:1:pos:R:3:forces:R:3:mulliken_charge:R:1
Re 0.01732 2.60936 0.58701 -0.5 -0.5 -0.1 -0.009
O -3.53595 4.26275 -0.47074 -0.1 0.1 0.0 -0.464
C -2.71345 3.43127 -0.33163 0.6 0.0 0.2 0.427
O -1.47683 3.68189 0.20662 -0.4 0.3 -0.1 -0.402
C -2.82656 1.99489 -0.68292 0.1 -0.2 0.0 1.001
C -4.01300 1.60507 -1.30097 0.0 0.1 0.0 -1.092
C -4.15698 0.29686 -1.64143 -0.1 -0.1 -0.1 -0.363
C -3.12892 -0.60540 -1.33046 0.0 0.0 0.0 1.324
C -3.28662 -1.97769 -1.64780 0.0 0.0 0.0 -0.885
C -2.32740 -2.88230 -1.32188 0.1 -0.1 0.0 -1.008
C -1.17107 -2.43256 -0.65487 0.0 0.0 0.0 -0.497
C -0.98479 -1.11317 -0.34792 -0.1 0.0 0.0 1.261
C -1.94946 -0.14203 -0.68222 0.1 0.1 0.1 -0.736
N -1.79660 1.20933 -0.37876 0.0 0.0 0.0 -0.519
H -4.76659 2.35658 -1.48841 0.0 0.0 0.0 0.504
H -5.05445 -0.05915 -2.13255 0.0 0.0 0.0 0.498
H -4.19665 -2.28828 -2.14605 0.0 0.0 0.0 0.409
H -2.45106 -3.93045 -1.55726 0.0 0.0 0.0 0.429
H -0.41946 -3.16094 -0.37373 0.0 0.0 0.0 0.364
H -0.09917 -0.80949 0.17863 -0.1 0.0 0.0 -0.528
Se 4.24460 2.48052 2.20461 -0.2 0.2 0.0 -0.242
Sb 2.74473 4.25943 2.06559 0.1 0.2 0.0 0.864
Se 1.46122 4.11169 -0.38377 -0.1 0.1 0.2 -0.089
Se 0.21369 3.25766 2.77036 -0.1 0.0 -0.3 -0.111
Se 2.13349 6.48697 2.43555 0.2 -0.3 0.0 -0.186
C 2.56786 -1.99455 -1.15855 0.0 -0.1 -0.4 -0.862
Si 2.83820 -1.65323 0.59943 -0.3 0.4 0.0 0.408
C 4.42015 -0.93963 1.11693 0.3 0.1 0.1 -1.000
C 1.75677 -2.42191 1.83658 -0.1 -0.2 0.3 -0.908
Se 1.46884 0.86813 0.66016 0.4 -0.1 0.0 1.188
H 3.05723 -2.94679 -1.40287 0.0 0.0 0.0 0.399
H 3.01369 -1.22562 -1.79109 0.0 0.0 0.0 0.374
H 1.50890 -2.08854 -1.39594 0.0 0.0 0.0 0.309
H 5.18019 -1.73196 1.11646 0.0 0.0 0.0 0.434
H 4.35757 -0.53004 2.12584 0.1 -0.1 0.0 0.263
H 4.74586 -0.16393 0.42184 0.1 0.0 0.0 0.373
H 2.11284 -3.44346 2.02397 0.0 0.0 0.0 0.432
H 0.72778 -2.48599 1.48653 0.0 -0.1 0.1 0.266
H 1.78407 -1.88529 2.78574 0.0 0.0 0.0 0.375
```
Forces are in eV/Å.


3.
Density functional theory data (ωB97M-V with the def2-TZVPD basis set) for H24NeO12 as an isolated structure.

Maximum force ... 0.017 Eh/bohr
Energy above the lowest of the compared OMol25 structures with the same formula, charge and spin ... 23.4 kcal per mole
E_LUMO ... -0.05 eV

Structure (XYZ):
```
37
Properties=species:S:1:pos:R:3:forces:R:3:mulliken_charge:R:1
Ne 0.04909 -0.03771 0.61779 -0.1 -0.1 0.3 -0.007
O 2.96641 -0.33388 0.11664 0.1 -0.4 0.1 -0.581
H 3.45826 -0.45947 -0.69487 0.3 0.1 0.0 0.229
H 2.25593 0.26112 -0.12299 -0.3 0.6 0.0 0.337
O 1.17378 3.07383 3.00931 -0.1 0.1 0.8 -0.638
H 1.45332 2.63331 2.20679 0.1 -0.2 -0.5 0.398
H 0.76595 3.88565 2.70788 0.0 0.1 -0.1 0.268
O -1.10983 3.65763 -0.12215 0.3 0.2 0.0 -0.642
H -1.84983 3.23513 -0.55818 -0.2 -0.5 -0.2 0.290
H -1.50268 4.13583 0.60808 0.0 0.1 0.2 0.297
O 2.00949 -2.08958 2.37936 0.0 -0.4 0.0 -0.623
H 1.19067 -1.93193 2.84936 -0.2 0.0 0.2 0.303
H 2.27243 -1.22666 2.05925 0.3 0.3 -0.3 0.307
O 1.36003 2.30771 0.31476 0.7 -0.6 0.0 -0.626
H 0.44419 2.55337 0.18386 -0.8 0.3 -0.2 0.387
H 1.85349 2.92377 -0.22670 0.2 0.2 -0.2 0.277
O 1.53022 1.39267 -3.68527 0.4 0.3 0.0 -0.644
H 0.94919 0.97464 -3.04975 -0.4 -0.4 0.3 0.351
H 1.05140 1.34938 -4.51297 -0.1 0.0 -0.2 0.302
O -0.26361 -0.65454 -2.14226 -0.3 0.7 -0.4 -0.596
H -0.53524 -0.35717 -1.27393 -0.2 0.2 0.1 0.242
H 0.39786 -1.32474 -1.97038 0.3 -0.7 0.0 0.408
O -2.38065 0.93099 -0.95623 0.0 0.8 -0.1 -0.570
H -2.44759 0.77219 -1.89778 0.0 -0.1 -0.3 0.321
H -2.60996 0.09293 -0.55459 -0.1 -0.6 0.3 0.297
O -2.64887 -0.39713 2.95860 0.0 0.0 0.5 -0.648
H -2.54465 -0.67267 2.04786 0.0 -0.2 -0.5 0.390
H -3.06309 0.46401 2.90288 0.0 0.2 0.1 0.308
O 1.73349 -2.54464 -1.84175 -0.2 -0.2 -0.3 -0.673
H 2.39034 -1.85412 -1.93095 0.2 0.1 -0.1 0.271
H 1.93491 -2.96065 -1.00354 0.1 0.0 0.4 0.338
O -2.56154 -1.53397 0.36536 -0.5 0.5 0.2 -0.672
H -1.86514 -2.19037 0.34544 0.7 -0.2 -0.4 0.430
H -3.36861 -2.03695 0.25635 -0.3 -0.1 0.0 0.243
O -0.85607 -3.64688 0.07044 -0.1 0.1 0.1 -0.651
H -0.32246 -4.36172 -0.27670 0.2 -0.1 -0.2 0.285
H -1.31063 -4.02934 0.82098 0.0 -0.3 0.4 0.293
```
Forces are in eV/Å.


4.
Density functional theory data (ωB97M-V with the def2-TZVPD basis set) for C17H8BF4N5O3PdS3 as an isolated structure.

Maximum force ... 0.009 Eh/bohr
Energy above the lowest of the compared OMol25 structures with the same formula, charge and spin ... 19.5 kcal per mole
Total charge ... -2
E_LUMO (alpha / beta) ... 3.16 / 3.16 eV

Structure (XYZ):
```
42
Properties=species:S:1:pos:R:3:forces:R:3:mulliken_charge:R:1
Pd -0.53978 0.65244 -3.04046 0.3 0.4 0.2 0.234
S -2.34541 1.95651 -3.10260 -0.2 0.2 -0.2 -0.274
C -3.62922 1.07543 -2.33082 0.1 -0.1 0.0 0.533
C -4.89832 1.62277 -2.17367 0.0 0.0 0.0 -0.889
C -5.90232 0.90854 -1.53105 0.0 0.0 0.0 0.554
C -7.19917 1.49935 -1.37776 -0.1 0.0 0.1 -0.084
N -8.23748 1.97830 -1.25035 0.0 0.0 0.0 -0.559
C -5.63524 -0.38054 -1.03864 0.0 0.0 0.0 0.529
C -4.36996 -0.93159 -1.20509 0.0 0.0 0.0 -0.832
C -3.37003 -0.21885 -1.85756 0.0 0.1 -0.1 0.466
S -1.79597 -0.90545 -2.13688 -0.1 -0.2 0.3 -0.292
C -6.65241 -1.13592 -0.36874 0.0 0.0 0.0 -0.079
N -7.45617 -1.75420 0.17463 0.0 0.0 0.0 -0.551
H -5.10758 2.61529 -2.55149 0.0 0.0 0.0 0.476
H -4.16547 -1.92394 -0.82428 0.0 0.0 0.0 0.487
F 0.49739 0.55445 -6.08682 0.0 0.1 0.0 -0.367
B 1.39627 0.98214 -5.12405 -0.1 0.0 0.0 0.660
F 0.71711 1.97349 -4.27335 -0.1 -0.1 0.1 -0.516
F 2.52019 1.56021 -5.66502 0.1 0.0 0.0 -0.332
F 1.70659 -0.08683 -4.24831 0.0 0.0 0.0 -0.337
O 6.66170 -1.78902 2.59642 0.0 0.0 0.0 -0.673
S 6.24612 -1.67675 3.97916 0.0 0.0 0.0 1.178
O 6.18970 -2.93481 4.70312 0.0 0.0 0.0 -0.693
O 6.85067 -0.57619 4.71356 0.0 0.0 0.0 -0.695
C 4.49342 -1.16542 3.90302 0.0 0.0 0.0 0.142
N 3.84056 -1.15045 5.06844 0.0 0.0 0.0 -0.498
C 2.57118 -0.78340 5.02395 0.0 0.0 0.0 -0.282
C 1.93120 -0.41797 3.85071 0.0 0.0 0.0 -0.711
C 2.70196 -0.44465 2.69724 0.0 0.0 0.1 0.428
N 3.97811 -0.82686 2.72720 0.0 0.0 0.0 -0.383
C 2.14296 -0.07177 1.36958 0.0 0.0 0.0 1.244
C 1.02262 0.74505 1.24762 0.0 0.0 0.0 -0.811
C 0.53124 1.03178 -0.01216 -0.1 0.0 0.0 -0.396
N 1.08369 0.56992 -1.13174 0.0 -0.3 -0.2 -0.172
C 2.16782 -0.20010 -1.01886 0.0 0.1 0.0 -0.348
C 2.73105 -0.54109 0.20132 0.0 0.0 0.0 -0.634
H 2.03307 -0.78420 5.96801 0.0 0.0 0.0 0.402
H 0.88492 -0.14837 3.84381 0.0 0.0 0.0 0.339
H 0.53738 1.16863 2.11645 0.0 0.0 0.0 0.304
H -0.34784 1.65444 -0.14087 0.0 0.0 0.0 0.427
H 2.59785 -0.54275 -1.95151 0.0 0.0 0.0 0.486
H 3.61761 -1.15764 0.25781 0.0 0.0 0.0 0.518
```
Forces are in eV/Å.


Look up the energy above the lowest of the compared OMol25 structures with the same formula, charge and spin of the second one.
35.7 kcal per mole